The following is a quantum chemistry calculation of C28H30N2O4S in the gas phase in a non-equilibrium geometry, from the Open Molecules 2025 dataset.

ΔE to the lowest compared entry with this formula, charge and spin: 0.174 eV
E_HOMO: -7.951 eV
Frontier orbital gap: 8.581 eV
Net charge: 0
SMILES: Cc1ccc([C@@H](C(=O)NC2CCCC2)N(Cc2ccc3c(c2)OCO3)C(=O)Cc2cccs2)cc1
Molecular weight: 490.62 g mol⁻¹

Structure (XYZ):
```
65
Properties=species:S:1:pos:R:3:forces:R:3:nbo_charge:R:1
C 4.542 2.610 -1.263 -0.343 0.036 -0.144 -0.4081
C -1.990 1.722 0.887 0.118 0.047 -0.189 -0.2208
C -5.359 -2.381 0.000 0.017 -0.052 0.010 -0.6359
N 2.460 -2.167 0.911 0.233 -0.037 0.331 -0.6185
C 3.843 -3.356 -0.819 -0.081 -0.165 0.010 -0.4226
C 3.800 -2.545 0.480 0.323 -0.076 -0.022 -0.0301
C 4.149 2.298 0.986 -0.257 0.045 0.032 -0.2540
H 1.794 2.721 2.334 -0.118 -0.063 -0.100 0.2547
O 1.885 0.213 2.498 0.204 0.054 0.335 -0.6703
C -2.130 -1.309 1.660 0.111 -0.137 -0.074 -0.1711
C -4.221 1.692 0.127 0.368 -0.242 -0.430 0.2225
C -1.567 1.083 -0.268 -0.096 0.238 0.044 -0.0252
H 5.057 -2.610 -2.461 0.021 -0.010 -0.052 0.1959
H 0.788 2.803 0.871 -0.022 0.051 0.059 0.2310
C -3.327 2.039 1.109 -0.332 0.063 -0.138 -0.2553
H 4.426 -0.479 0.851 0.063 0.000 0.074 0.2205
H -5.979 -1.835 0.709 -0.095 0.022 0.021 0.2124
H -1.815 -0.847 2.585 0.054 0.083 0.100 0.2117
N 0.483 0.171 0.746 -0.134 -0.256 -0.001 -0.4253
H -0.033 -0.057 -1.233 0.075 0.127 -0.007 0.2406
H 2.908 -3.885 -0.977 0.066 -0.101 0.000 0.2367
H 0.456 1.577 -0.801 -0.047 -0.203 0.018 0.2245
C -1.180 -1.638 0.699 0.039 -0.281 0.048 -0.0752
C -3.473 -1.545 1.440 0.004 -0.004 -0.003 -0.2234
H -2.176 0.260 -2.174 0.059 -0.141 -0.140 0.2300
H 4.226 -3.112 1.315 -0.047 0.057 -0.122 0.2023
H 6.169 2.375 0.117 0.196 -0.004 -0.011 0.2267
C -3.905 -2.132 0.258 0.037 -0.027 -0.070 -0.0018
H -3.651 2.526 2.013 -0.051 0.072 0.140 0.2279
C 1.360 -1.965 0.164 -0.322 0.032 0.756 0.6918
H 4.399 2.145 2.021 -0.008 -0.036 0.220 0.2322
C 5.107 2.422 -0.046 0.100 0.021 -0.173 -0.2515
H 5.696 -1.547 0.227 0.105 -0.037 0.029 0.2002
S 2.826 2.634 -1.178 0.419 0.002 0.487 0.4216
H -1.273 1.959 1.658 0.093 -0.014 0.113 0.2103
H -6.501 2.102 -1.735 0.193 -0.146 0.138 0.1582
H -3.266 -2.967 -1.602 -0.039 -0.050 -0.124 0.2072
C -2.485 0.755 -1.269 -0.255 0.160 -0.004 -0.2681
O -5.580 1.861 0.093 0.259 0.114 0.354 -0.4801
C -1.606 -2.250 -0.471 0.068 -0.166 -0.042 -0.1505
C 4.636 -1.298 0.163 -0.120 -0.004 0.031 -0.4175
C -3.802 1.063 -1.046 -0.038 0.348 0.555 0.3000
H 3.287 -0.472 -1.294 -0.025 0.077 -0.015 0.2049
H 4.982 -0.338 -1.770 -0.053 0.077 -0.006 0.2119
H -5.584 -3.443 0.097 -0.094 -0.038 -0.003 0.2233
C 4.252 -0.980 -1.277 0.086 -0.002 -0.043 -0.4088
C -6.004 1.319 -1.139 -1.198 -0.013 -0.395 0.2380
H 4.643 -4.093 -0.749 0.015 -0.010 0.051 0.2058
C -2.950 -2.496 -0.682 -0.099 0.008 0.126 -0.2288
C 1.616 2.285 1.348 -0.023 -0.268 0.149 -0.5251
C 4.129 -2.351 -1.951 -0.058 0.009 -0.099 -0.4077
H -4.194 -1.263 2.194 -0.094 0.040 0.066 0.2107
O -4.887 0.824 -1.845 0.453 -0.154 -0.100 -0.4911
C -0.114 0.710 -0.457 -0.156 0.282 -0.178 -0.2460
H 3.324 -2.351 -2.682 0.024 -0.037 -0.073 0.2241
C 2.868 2.397 0.542 0.086 0.195 -0.468 -0.1917
H -6.717 0.499 -0.955 0.219 0.135 -0.004 0.1557
C 1.329 0.802 1.581 -0.011 0.406 0.073 0.7125
C 0.254 -1.266 0.983 0.183 -0.146 0.102 -0.1535
H -0.886 -2.533 -1.222 0.056 0.027 -0.027 0.2424
H 0.442 -1.430 2.051 -0.033 0.042 -0.285 0.2457
H 2.456 -1.724 1.823 -0.220 0.021 -0.121 0.4256
H -5.622 -2.076 -1.012 -0.085 0.020 -0.056 0.2191
H 5.019 2.736 -2.215 0.174 0.017 -0.173 0.2376
O 1.236 -2.223 -1.017 0.031 -0.007 -0.580 -0.6583
```
Forces are in eV/Å.

***

The following is a quantum chemistry calculation of 2 unconnected molecules or ions with the total composition C28H30N3 in a non-equilibrium geometry, from the Open Molecules 2025 dataset.

ΔE to the lowest compared entry with this formula, charge and spin: 0.000 eV
E_HOMO: -9.936 eV
Frontier orbital gap: 5.553 eV
Net charge: +1
Molecular weight: 408.57 g mol⁻¹

Structure (XYZ):
```
61
Properties=species:S:1:pos:R:3:forces:R:3:nbo_charge:R:1
H -0.896 -0.595 0.169 -0.279 0.053 0.201 0.2277
C 3.420 -2.224 2.116 -0.100 -0.120 -0.063 -0.2150
H -5.791 -0.937 2.720 0.015 -0.174 -0.172 0.2257
C 2.800 2.676 1.806 -0.033 0.587 -0.037 -0.6835
H -3.106 -1.740 0.213 0.088 0.262 0.162 0.2296
N 0.028 4.291 8.823 -0.259 -0.140 0.204 -0.4139
H -0.899 6.590 6.440 -0.095 -0.252 0.034 0.2170
C -1.650 -0.315 0.909 0.193 0.157 0.407 -0.1576
C -1.731 5.905 8.303 -0.099 -0.119 -0.019 -0.4004
H 0.284 6.371 8.918 -0.159 -0.069 0.096 0.1798
H -4.972 -2.433 2.216 0.006 0.285 -0.069 0.2371
C 1.190 -3.194 2.277 0.113 0.442 0.077 -0.2003
C 0.695 2.160 5.899 -0.393 0.657 0.915 0.0400
C 2.454 1.251 1.886 0.899 -0.835 0.271 0.4019
H 0.549 -4.072 2.376 0.255 0.297 0.037 0.2319
C 0.022 3.793 7.547 0.095 0.023 -0.136 0.2203
C 0.918 3.764 9.834 0.291 -0.054 -0.055 -0.1994
H 0.503 4.045 10.812 0.179 -0.146 -0.208 0.2099
H 1.338 0.789 8.160 0.086 0.134 -0.034 0.2239
H 0.095 1.783 9.948 0.096 0.109 0.000 0.2090
C -2.886 -0.953 0.936 0.442 0.203 -0.100 -0.2335
C 1.166 0.643 1.927 -0.689 -0.320 -0.129 -0.2181
H 2.562 2.055 8.187 -0.260 -0.027 -0.047 0.2139
C -5.140 -1.377 1.959 -0.236 0.052 0.091 -0.6439
C 1.480 1.868 8.291 0.540 -0.319 0.376 -0.4244
C -2.358 1.094 2.756 0.498 0.130 -0.118 -0.1497
C -3.848 -0.619 1.898 0.246 0.193 0.043 0.0593
C -0.686 4.459 6.521 0.256 -0.618 -0.692 -0.1015
H -1.166 4.398 4.407 0.075 -0.070 0.242 0.1841
C 2.813 -0.982 1.997 -0.842 -0.594 0.268 0.1090
H -2.406 5.694 6.269 0.161 0.042 0.000 0.2244
H -5.662 -1.353 0.992 0.143 0.003 0.237 0.2376
H 3.014 -4.348 2.293 -0.041 0.337 -0.010 0.2350
C 2.587 -3.347 2.231 -0.085 0.443 -0.114 -0.1860
H -0.474 -1.790 2.320 0.356 -0.277 -0.094 0.2362
H 1.789 1.914 10.441 -0.089 -0.083 -0.093 0.2225
C -0.490 5.608 9.122 0.065 0.253 -0.164 -0.1996
H -0.709 5.636 10.198 0.004 0.083 -0.297 0.2097
H 3.377 2.994 2.689 -0.218 -0.117 -0.250 0.2624
C 0.601 -1.921 2.211 0.108 -0.367 -0.004 -0.2017
C -3.574 0.432 2.788 -0.082 -0.186 -0.116 -0.2181
H 4.392 0.480 1.936 -0.250 -0.097 -0.068 0.4353
H 4.508 -2.282 2.111 -0.243 -0.247 0.028 0.2286
N 0.020 2.786 4.931 0.229 -0.130 -0.618 -0.5174
C 1.054 2.258 9.710 -0.131 -0.083 -0.044 -0.4004
H -2.544 5.238 8.614 0.124 0.065 0.022 0.2084
H 1.234 1.251 5.613 -0.160 0.193 0.130 0.1834
H 3.402 2.895 0.909 -0.241 -0.083 0.269 0.2587
C -1.453 5.711 6.810 -0.218 0.686 -0.018 -0.4245
H 1.912 4.239 9.744 -0.142 -0.087 0.100 0.1791
H -2.045 6.932 8.506 -0.069 -0.105 -0.083 0.2234
H 1.868 3.246 1.761 0.379 0.127 0.020 0.2483
H -0.014 2.378 2.196 -0.077 -0.171 0.002 0.2387
N 3.396 0.286 1.933 -0.693 1.103 -0.177 -0.4676
H -2.122 1.894 3.463 -0.182 -0.264 -0.145 0.2401
C -0.045 1.312 1.976 1.058 -0.036 0.098 0.0964
H -4.338 0.719 3.512 0.251 -0.036 -0.163 0.2277
C 0.725 2.607 7.231 -0.214 0.026 -0.951 -0.0978
C -0.637 3.908 5.230 0.085 0.004 1.138 0.0463
C -1.333 0.690 1.864 -1.303 -0.410 -0.182 -0.1007
C 1.412 -0.806 2.014 0.543 -0.311 -0.002 -0.0075
```
Forces are in eV/Å.

***

The following is a quantum chemistry calculation of C28H30N6O3 in the gas phase in a non-equilibrium geometry, from the Open Molecules 2025 dataset.

ΔE to the lowest compared entry with this formula, charge and spin: 0.000 eV
E_HOMO: -8.739 eV
Frontier orbital gap: 9.056 eV
Net charge: 0
SMILES: O=C(NCc1ccco1)[C@@H](c1ccncc1)N(CCC1=CCCCC1)C(=O)Cn1nnc2ccccc21
Molecular weight: 498.59 g mol⁻¹

Structure (XYZ):
```
67
Properties=species:S:1:pos:R:3:forces:R:3:nbo_charge:R:1
N 2.561 2.546 0.181 0.810 -0.534 -0.032 -0.0343
H 4.566 -1.723 -2.268 0.045 -0.061 -0.076 0.2054
N -2.059 0.155 0.726 -0.251 0.270 -0.338 -0.6306
H 5.098 0.603 -1.187 -0.027 0.082 -0.052 0.1921
N 1.640 1.975 -0.612 -0.472 0.617 -0.063 -0.2005
C 4.014 -2.118 -0.256 -0.044 -0.093 -0.199 -0.1914
C -2.175 -2.892 0.327 0.266 -0.035 0.056 -0.2633
H 3.297 -2.928 -0.305 -0.155 -0.075 0.141 0.1946
H -1.817 -0.092 -0.228 0.056 -0.048 0.154 0.4380
H 1.289 -0.110 2.610 0.015 0.079 -0.108 0.2261
C 5.731 0.120 -0.439 0.162 -0.128 0.213 -0.3917
H -2.906 -2.372 0.927 -0.115 0.048 0.013 0.2322
N 0.772 -0.658 0.696 -0.140 -0.296 0.128 -0.4264
H 2.465 -2.299 1.838 -0.016 -0.041 0.082 0.2114
H -1.842 5.747 -0.399 -0.040 0.074 0.018 0.2188
C 0.937 3.934 0.051 -0.646 -0.852 -0.758 0.0374
O -4.893 -0.614 0.510 0.361 -0.121 0.443 -0.4036
H 0.063 -1.924 2.172 -0.097 0.192 -0.123 0.2484
H -3.605 -4.240 -0.547 -0.119 0.042 0.062 0.1913
C 2.909 -1.302 1.811 -0.092 0.077 -0.156 -0.4296
C -4.372 0.592 0.193 0.075 0.819 -0.458 0.2620
C 1.793 -0.255 1.650 0.473 -0.017 0.298 -0.2329
H -6.845 0.325 -1.921 -0.191 -0.060 -0.140 0.2294
H -6.466 -1.751 -0.197 -0.013 -0.153 0.093 0.2041
C -1.491 3.811 -1.242 0.033 -0.129 -0.088 -0.2009
C -0.327 -1.442 1.267 -0.253 0.026 0.092 -0.1544
C 0.569 2.808 -0.728 0.259 0.725 0.521 0.1470
H -3.356 1.074 2.019 0.020 0.112 -0.163 0.2508
O -1.652 -0.277 2.911 -0.055 -0.055 0.435 -0.6205
C -6.098 0.220 -1.161 -0.106 -0.534 0.253 -0.3150
H -0.921 1.868 -1.977 -0.058 -0.084 -0.067 0.2424
C -2.566 -3.940 -0.493 -0.132 0.136 0.180 0.0477
H 2.788 0.280 -0.844 -0.073 0.109 -0.046 0.2641
C -5.077 1.146 -0.835 0.418 -0.136 0.531 -0.3008
H 0.202 -4.892 -1.835 0.132 0.003 -0.028 0.1904
N -1.732 -4.630 -1.248 -0.258 -0.391 -0.342 -0.4198
C 6.226 -1.215 -0.982 -0.156 0.108 -0.205 -0.3924
C 4.939 -0.100 0.848 0.076 0.081 -0.244 -0.4529
C 3.949 -1.226 0.724 -0.082 -0.087 0.351 0.0045
H 1.104 -3.049 -0.431 0.105 0.030 -0.042 0.2140
H -2.452 3.802 -1.734 -0.080 -0.014 -0.060 0.2171
C -1.434 -0.471 1.733 0.419 -0.220 -0.138 0.6803
H 2.230 0.702 1.369 -0.124 -0.096 0.096 0.2349
H 1.698 0.653 -2.214 0.029 -0.067 0.198 0.2384
H 5.629 -0.345 1.662 -0.019 0.050 0.081 0.2137
H 5.369 -3.116 -1.556 -0.042 0.013 -0.071 0.2164
C 1.800 0.645 -1.124 -0.024 -0.332 -0.172 -0.3193
C -1.138 4.932 -0.474 -0.025 0.227 0.118 -0.2315
H 6.572 0.786 -0.241 -0.039 0.075 -0.050 0.2141
H 4.430 0.826 1.128 -0.015 -0.003 0.066 0.2316
H -2.904 2.069 0.603 -0.133 -0.085 0.077 0.2195
C -0.651 2.731 -1.389 -0.186 -0.100 -0.165 -0.2542
C 0.049 -3.278 -0.423 -0.201 -0.053 0.094 -0.2529
H 3.394 -1.120 2.772 0.002 -0.046 0.079 0.2201
C -0.453 -4.302 -1.208 0.375 0.135 0.123 0.0430
N 2.172 3.687 0.570 0.278 0.593 0.446 -0.2122
C 5.036 -2.096 -1.350 0.217 0.040 0.033 -0.4375
H 6.822 -1.715 -0.215 0.075 -0.034 0.014 0.1979
O -0.280 -0.504 -1.292 0.000 0.108 -0.316 -0.6513
H 6.861 -1.061 -1.856 0.058 -0.038 0.033 0.2096
C 0.068 5.018 0.179 0.068 -0.072 -0.002 -0.1729
H 0.345 5.877 0.768 0.006 0.123 0.074 0.2291
H -4.897 2.095 -1.297 0.118 0.230 -0.058 0.2236
C 0.678 -0.242 -0.576 0.325 0.224 -0.271 0.6960
C -0.832 -2.536 0.356 -0.065 -0.389 -0.069 0.0371
C -5.932 -0.829 -0.312 -0.592 0.245 -0.708 0.0919
C -3.169 1.061 0.940 -0.137 -0.213 0.212 -0.2735
```
Forces are in eV/Å.

***

The following is a quantum chemistry calculation of a molecular structure, C28H30N7OSTl, from the Open Molecules 2025 dataset.

ΔE to the lowest compared entry with this formula, charge and spin: 0.115 eV
E_HOMO: -7.429 eV
Frontier orbital gap: 7.842 eV
Net charge: 0
Molecular weight: 717.05 g mol⁻¹

Structure (XYZ):
```
68
Properties=species:S:1:pos:R:3:forces:R:3:nbo_charge:R:1
H 1.155 -1.122 5.207 -0.007 -0.007 -0.002 0.2091
C -0.094 -2.144 0.084 0.142 -0.012 0.731 0.6358
H 3.839 2.209 -2.156 -0.045 -0.004 0.003 0.4168
H -0.878 -5.957 -3.564 0.041 -0.030 0.129 0.1919
C -2.657 0.382 3.016 -0.128 -0.087 0.012 0.0869
C 0.283 -1.914 1.521 0.007 -0.071 0.102 -0.1229
C -0.447 -2.492 2.555 0.019 0.024 -0.092 -0.1735
H -5.069 -2.559 2.695 -0.005 -0.004 0.004 0.2157
C 3.781 0.235 -5.921 -0.008 -0.035 -0.069 -0.2103
C -1.188 -4.921 -3.415 -0.041 0.204 -0.030 -0.2150
H 1.922 -0.640 1.014 -0.068 -0.008 0.063 0.2100
H 0.471 -0.391 -5.365 -0.146 -0.057 -0.028 0.2218
O 0.213 -1.232 -0.729 0.083 0.390 -0.890 -0.8130
H 0.700 1.963 1.682 -0.054 0.043 0.025 0.1845
C -0.718 -4.065 -4.587 -0.006 -0.077 0.050 -0.6152
H 1.235 -4.251 -1.226 -0.057 -0.090 -0.087 0.2242
C 1.341 -1.066 1.828 0.074 0.028 -0.111 -0.1518
C -2.772 -0.286 1.792 0.022 0.077 0.089 0.1545
N 3.064 1.796 -2.643 -0.115 0.086 0.193 -0.5390
N 0.993 1.042 -2.985 0.066 0.033 0.085 -0.4894
H -0.016 -5.998 0.019 -0.039 0.012 0.066 0.2273
H -2.273 -4.899 -3.336 0.014 -0.006 -0.014 0.2366
C -4.275 -1.036 3.982 0.079 0.072 -0.011 -0.2121
C -1.262 1.206 1.521 0.072 -0.041 -0.035 0.4202
C 4.118 0.946 -4.786 0.014 0.036 0.066 -0.2433
H 1.180 3.310 -0.957 -0.016 0.075 0.008 0.2100
H -0.453 3.075 0.930 0.007 0.126 0.006 0.2065
S -2.720 -2.846 -1.828 -0.240 0.068 -0.098 -0.3853
C -3.404 0.031 4.130 -0.071 -0.072 0.070 -0.2359
C 1.780 1.683 -2.174 0.102 -0.054 -0.022 0.4088
C 0.913 -1.345 4.175 -0.012 -0.021 0.014 -0.2193
H 1.470 -6.687 -0.652 -0.024 0.013 -0.008 0.2099
C -1.242 -3.554 -1.372 0.035 0.232 -0.195 0.3754
C 0.667 -5.011 -1.765 -0.045 -0.048 0.293 -0.2089
H 2.249 2.158 -0.162 0.034 0.024 -0.023 0.1717
H 2.499 -0.138 3.377 0.006 -0.003 0.005 0.2061
C -4.387 -1.722 2.765 -0.022 -0.047 -0.056 -0.2309
H 5.124 1.311 -4.627 -0.008 -0.003 -0.004 0.2152
H -1.074 -3.043 -4.466 0.003 0.005 0.014 0.2225
C 1.662 -0.787 3.148 0.002 0.022 0.021 -0.2503
H 2.263 -0.796 -7.035 0.000 -0.007 -0.008 0.2142
H -1.310 1.972 3.495 0.040 -0.007 0.021 0.4174
N -1.882 0.263 0.874 -0.224 0.090 0.001 -0.5246
C -0.147 2.027 0.973 0.106 0.013 0.006 -0.2620
C 3.101 1.162 -3.864 -0.121 -0.183 -0.247 0.0926
C 1.473 -0.024 -5.209 0.204 0.050 -0.030 -0.2070
H -1.101 -4.458 -5.532 0.018 0.006 0.071 0.2107
C 1.793 0.692 -4.060 0.152 -0.002 -0.119 0.1467
H -1.271 -3.147 2.303 0.019 -0.016 0.022 0.2384
N -1.688 1.343 2.811 0.061 -0.017 -0.127 -0.5362
H -0.729 -2.636 4.672 -0.006 0.004 -0.001 0.2146
C 0.497 -6.259 -0.903 0.130 0.089 -0.103 -0.6183
C 1.388 2.241 -0.849 0.034 -0.012 0.108 -0.2564
C -0.141 -2.199 3.874 0.010 0.004 0.062 -0.2160
C 2.480 -0.243 -6.130 -0.028 -0.017 -0.011 -0.2318
H 0.340 0.556 -0.344 0.198 -0.054 0.050 0.4390
H 4.541 0.040 -6.667 -0.006 -0.002 -0.003 0.2137
Tl -1.677 -0.025 -1.981 -0.028 -0.004 0.017 0.7775
H -4.877 -1.351 4.824 -0.005 0.000 0.014 0.2126
H 0.374 -4.055 -4.636 -0.021 0.037 -0.041 0.2016
H -3.695 -1.905 0.720 -0.022 0.018 0.036 0.2539
N -0.628 -4.450 -2.149 0.123 -0.237 -0.154 -0.4119
H 1.206 -5.243 -2.681 0.043 -0.007 -0.106 0.1946
C -3.642 -1.362 1.657 -0.031 -0.069 -0.072 -0.2203
H -3.306 0.553 5.073 -0.006 0.001 0.014 0.2128
N -0.673 -3.271 -0.182 -0.128 -0.559 0.177 -0.6418
N 0.216 1.573 -0.348 -0.171 0.092 0.157 -0.6603
H -0.085 -7.020 -1.425 -0.009 0.001 -0.013 0.2010
```
Forces are in eV/Å.